The following is a quantum chemistry calculation of a molecular structure, C21H28BBr45NO6P, from the OMol25 dataset.

Atoms and positions in Å:
Br  8.23549  3.54529  2.80490
Br  -2.18974  4.54375  -5.99783
Br  3.60103  0.32983  -2.48266
Br  3.24511  -2.96917  8.40452
Br  -3.49769  -9.72141  -6.46120
Br  0.33916  1.87681  3.62999
Br  2.64271  -3.82638  -9.40210
Br  -5.12461  5.30541  6.25215
Br  -0.37717  4.85776  2.78246
Br  -0.61448  2.74148  -8.09888
Br  5.21580  3.83435  4.94758
Br  -1.85057  -8.32282  -8.81438
Br  -2.58324  2.56577  2.52227
Br  2.77125  -0.30258  1.39828
Br  -2.72074  3.22013  6.53645
Br  -2.94391  -2.60575  10.51055
Br  3.74959  1.54992  6.59941
Br  -5.57203  8.01102  -2.24674
Br  0.66849  -5.69480  -5.86607
Br  -4.48462  7.54827  -5.21384
Br  -4.01132  1.21926  -8.57050
Br  -0.37605  -4.79658  -9.80501
Br  8.36434  6.32302  1.23373
Br  -0.31285  -2.81900  -6.85000
Br  5.19895  -2.35954  1.71115
Br  -0.34313  -9.31403  -6.18300
Br  4.12491  4.44968  7.88559
Br  1.39586  -3.06925  -4.18259
Br  -3.22348  -0.11390  -5.78035
Br  1.64053  5.50572  5.49372
Br  0.69094  8.37478  4.45727
Br  -2.14394  6.34608  6.73854
Br  -0.64457  5.91691  -8.43495
Br  -1.55517  -5.46332  10.80284
Br  2.34467  8.12244  7.18392
Br  1.97715  -6.94356  -9.63014
Br  1.61140  -1.50329  6.08489
Br  5.59121  4.75647  1.47090
Br  5.25003  1.72577  -4.83506
Br  5.70992  0.79127  1.89145
Br  -5.87659  5.14971  -3.63588
Br  6.74262  0.85847  -2.14645
Br  -3.37957  -4.82662  8.26059
Br  -3.18590  -1.86887  -8.44733
Br  0.30347  -1.86024  8.97429
P  -0.11159  -2.36051  -1.56974
O  -2.47639  -0.29065  -1.17895
O  -0.08199  -4.00210  -1.31375
O  -1.67805  1.74095  -0.47750
O  -3.70328  -3.26875  -1.54341
O  1.48727  -1.87810  -1.37779
O  -0.54226  -0.20387  -0.15294
N  -1.52691  -2.51648  2.21090
C  7.51278  4.59718  1.35435
C  5.08651  1.47814  -2.92948
C  -0.45330  -2.15778  1.27227
C  -4.80627  6.74817  -3.48839
C  -1.98551  -8.61080  -6.91241
C  -3.24771  4.97813  5.94443
C  -2.93398  -0.11253  -7.68628
C  -1.54594  -1.70072  3.42499
C  -4.52779  -2.86946  0.86481
C  -2.51507  -1.34059  -0.18660
C  -1.57527  0.58020  -0.60012
C  -0.99980  -1.59849  -0.08145
C  2.04303  7.38841  5.42389
C  -3.08431  -4.49386  10.13788
C  1.48013  -5.16159  -10.17647
C  -0.70273  2.99061  2.43621
C  -1.61862  4.36561  -7.83031
C  4.65302  -0.61222  1.10331
C  4.87207  3.11886  6.70596
C  1.06739  -3.80820  -5.93454
C  1.94027  -1.61197  7.98531
B  -3.56844  -2.53616  -0.36804
H  -2.75339  -0.80760  0.75001
H  -2.24699  -2.16592  4.12613
H  5.82210  2.81358  7.12078
H  -1.89991  0.15915  -7.84902
H  -3.08838  5.01557  4.87449
H  1.97674  -3.69983  -6.50919
H  1.64687  -1.65686  -0.44302
H  -4.61096  -3.15224  -1.83853
H  1.60857  -5.10844  -11.24805
H  -2.14907  -7.64496  -6.45382
H  0.18177  -3.03188  1.06415
H  4.87820  2.44767  -2.49904
H  2.96617  7.49631  4.87186
H  0.53787  -4.24816  -0.61507
H  -4.85409  -1.89737  1.27184
H  -1.95740  -0.71927  3.17663
H  -0.56351  -1.56481  3.89464
H  4.81647  -0.58087  0.03311
H  -3.95175  -4.86000  10.66826
H  -2.51090  4.29129  -8.43668
H  2.35856  -0.66237  8.29078
H  -5.43787  -3.39625  0.56526
H  0.21214  -1.41878  1.73592
H  -0.37402  2.79166  1.42397
H  -1.37919  -3.48322  2.46916
H  7.73264  4.06743  0.43778
H  -3.97534  -3.37569  1.65909
H  -3.84587  6.45219  -3.09005

2S+1 = 1
highest occupied orbital energy = -8.63 eV
HOMO-LUMO gap = 8.3 eV